Entry 1:
Below is a structure of composition C17H30AlF2O6 at a distorted geometry, with properties calculated with ωB97M-V/def2-TZVPD.

Summary:
HOMO	-0.1480	hartree
frontier orbital gap	0.245	hartree
LUMO level	2.641	eV
total energy	-1559.48234	Eh
net charge	-1

XYZ file:
```
56
Properties=species:S:1:pos:R:3:forces:R:3:mulliken_charge:R:1
C 3.508107 -3.500907 -0.603110 -0.73 0.16 0.05 -1.059
C 3.199530 -2.995040 -2.027875 1.28 0.26 -0.44 -0.073
O 2.825729 -1.650004 -2.089362 -1.24 -0.51 0.53 -0.600
Al 1.058480 -1.329604 -1.723467 0.29 1.44 -0.55 -0.610
C 0.903249 0.704204 -1.492050 -0.45 -1.01 0.72 -0.502
C -0.105580 1.144415 -0.381176 1.34 0.71 -0.97 -0.521
C -0.192373 -1.819930 -3.273045 -0.10 -0.64 0.62 -0.756
C -1.437054 -2.647642 -2.850948 -0.27 0.29 -0.87 -0.716
C -2.404523 -1.862911 -1.954323 1.09 -0.45 0.21 0.636
F -3.706728 -1.859232 -2.457026 -0.18 0.07 -0.07 -0.420
C 0.384428 -2.254861 -0.021399 0.73 0.88 -0.73 0.721
C 1.155273 -1.934160 1.224314 -1.23 -0.02 -3.36 0.150
O 1.111328 -2.588472 2.175330 0.32 -2.02 4.01 -0.563
F 1.952512 -0.865136 1.216394 0.39 0.88 -0.24 -0.267
H 2.611324 -3.952369 -0.168859 0.18 -0.18 0.10 0.218
H 4.338543 -4.209872 -0.566164 -0.12 -0.07 -0.08 0.426
H 3.747767 -2.653390 0.042807 0.17 0.06 -0.18 0.222
H 4.146560 -3.088108 -2.594052 -0.16 -0.09 -0.04 0.348
H 2.488706 -3.656839 -2.558257 -0.05 -0.03 0.28 0.100
H 0.592682 1.163272 -2.438035 0.23 0.06 0.01 0.484
H 1.906670 1.057064 -1.225066 -0.11 0.23 -0.16 0.307
H -0.163202 2.242674 -0.407195 -0.26 -0.07 0.21 0.189
H 0.269099 0.885044 0.611543 -0.28 -0.22 -0.02 0.157
H -1.115331 0.787493 -0.527009 0.02 -0.29 -0.02 0.017
H 0.334209 -2.375806 -4.062381 -0.02 0.07 0.05 0.359
H -0.584130 -0.905227 -3.738020 0.21 0.02 0.01 0.390
H -2.013822 -2.881334 -3.759657 -0.10 -0.16 0.19 0.464
H -1.171962 -3.607986 -2.397777 0.04 0.09 0.06 0.219
H -2.439102 -2.321322 -0.961865 -0.21 0.17 0.04 -0.197
H -2.035405 -0.837993 -1.867356 -0.37 0.09 0.01 -0.008
H 0.321482 -3.338089 -0.135062 -0.01 -0.05 0.38 0.617
H -0.625043 -1.883711 0.160204 0.01 0.11 -0.10 -0.776
O -2.460647 1.117000 1.161493 -0.32 0.02 0.53 -0.585
C -2.757222 0.099518 1.711574 -0.19 0.23 -0.35 0.471
O -1.887043 -0.925091 1.888000 -0.07 0.15 0.16 -0.134
C -2.553463 -2.048327 2.477214 -0.02 -0.22 0.13 -0.464
C -3.777814 -1.465300 3.167479 -0.22 0.01 0.03 -0.577
C -4.117034 -0.279194 2.269747 0.14 -0.32 0.45 -0.491
H -2.817820 -2.750776 1.682633 0.00 0.02 -0.01 0.251
H -1.877722 -2.543407 3.171248 0.18 0.08 -0.15 0.342
H -4.589849 -2.182815 3.280935 0.05 -0.04 -0.05 0.325
H -3.505590 -1.105845 4.162245 0.02 -0.03 -0.02 0.286
H -4.769119 -0.565089 1.442768 0.00 0.10 -0.03 0.266
H -4.551469 0.547149 2.826299 -0.05 0.12 -0.25 0.333
O 1.295762 4.090283 -1.237352 0.38 0.25 -0.13 -0.530
C 1.596887 4.652577 -0.232630 -0.44 -0.36 -0.07 0.521
O 2.866222 4.670163 0.271564 -0.04 0.13 -0.05 -0.364
C 2.877367 5.330040 1.542919 0.04 0.03 0.11 -0.418
C 1.637016 6.211169 1.551435 -0.19 0.11 0.11 -0.479
C 0.665134 5.402346 0.699431 0.36 0.41 0.23 -0.417
H 2.851760 4.570301 2.328075 -0.03 0.00 -0.01 0.267
H 3.796133 5.906297 1.640988 0.07 -0.13 -0.12 0.301
H 1.271832 6.429556 2.554580 0.06 -0.05 0.01 0.325
H 1.854410 7.161613 1.058836 0.03 -0.02 0.02 0.251
H 0.106003 4.677043 1.292652 -0.06 -0.05 -0.12 0.232
H -0.015154 6.036570 0.137810 -0.14 -0.24 -0.07 0.335
```
Positions in Å, forces in eV/Å.

Entry 2:
Below is a cluster of 2 separate species, C17H30B3BrN2O6 in total at a distorted geometry, with properties calculated with ωB97M-V/def2-TZVPD.

Summary:
HOMO	-0.2902	hartree
SMILES	CC[C@H](Br)B1OB(COC)OB(COc2cc(C)ccc2C(C)C)O1.NC(N)=O
frontier orbital gap	0.306	hartree
LUMO level	0.432	eV
total energy	-3875.35082	Eh

XYZ file:
```
59
Properties=species:S:1:pos:R:3:forces:R:3:mulliken_charge:R:1
C 2.863091 3.001398 0.531891 0.29 -0.15 0.16 -0.643
C 1.296504 3.438673 0.438271 1.70 0.90 -0.83 -0.257
C 0.817014 3.259107 -1.084413 -0.26 -1.60 0.92 -0.087
Br 1.050941 4.948790 -2.134553 -0.17 -0.83 0.50 -0.192
B -0.732538 2.716640 -1.227602 0.46 1.00 -1.07 0.129
O -1.669102 2.914559 -0.149600 -0.54 -2.10 -2.08 -0.313
B -2.938514 2.277666 -0.392246 -0.64 0.79 -1.00 0.525
C -3.916037 1.633151 0.741855 0.35 -0.79 -0.10 -0.437
O -5.052923 0.993244 0.062560 -0.18 1.27 1.29 -0.237
C -6.273631 1.190150 0.816612 -0.41 -0.89 -0.53 -0.717
O -3.393412 2.142606 -1.778630 3.07 -2.05 1.58 -0.378
B -2.311057 1.365215 -2.383568 0.30 1.92 -0.19 0.726
C -2.483766 -0.198611 -2.836624 -1.66 0.54 -1.51 -0.493
O -2.166247 -1.142010 -1.781892 2.48 0.64 -0.49 -0.377
C -0.763883 -1.271697 -1.570773 3.88 -1.01 1.61 0.379
C 0.360764 -0.885403 -2.556480 0.60 -1.09 2.64 -0.575
C 1.870868 -1.089006 -2.216207 -2.92 -1.09 1.91 0.352
C 2.928553 -0.599192 -3.313791 -0.63 0.95 1.48 -1.124
C 2.238816 -1.729700 -0.861755 -2.16 0.28 -0.83 -0.641
C 1.167527 -2.160217 0.167923 -1.14 2.23 -4.35 -0.221
C -0.336432 -1.907651 -0.196211 1.63 -0.09 -0.94 0.720
C -1.450456 -2.342921 0.899959 0.84 0.56 0.23 0.178
C -1.104986 -3.738062 1.620131 -0.96 -0.40 0.17 -1.144
C -1.411059 -1.204085 2.066084 0.29 0.01 -1.45 -0.666
O -1.046120 2.093754 -2.502760 -1.91 -0.83 3.08 -0.283
H 3.321142 2.776367 -0.497525 -0.86 0.39 1.42 0.245
H 3.518664 3.843653 0.976112 -1.14 -1.48 -0.49 0.272
H 2.991366 2.029491 1.141917 -0.15 1.64 -0.84 -0.005
H 0.674172 2.863656 1.198785 0.65 0.82 -1.22 0.233
H 1.289890 4.571931 0.653351 -0.42 -1.89 -0.05 0.336
H 1.501004 2.482235 -1.597270 -1.13 1.35 0.69 0.070
H -4.244364 2.363229 1.555933 0.44 -0.93 -1.03 0.365
H -3.331251 0.758991 1.231500 -0.76 1.53 -0.40 0.084
H -7.099163 0.591816 0.271572 1.39 0.92 0.90 0.178
H -6.600367 2.283990 0.817244 0.56 -1.33 0.29 0.276
H -6.117333 0.737834 1.853705 -0.51 0.88 -1.11 0.301
H -3.613445 -0.330584 -3.052337 1.78 0.00 0.49 0.238
H -1.965107 -0.420788 -3.841143 -0.56 0.13 1.64 0.257
H 0.101010 -0.422000 -3.561176 0.45 -0.65 1.58 0.024
H 3.300484 -1.421317 -4.008124 -0.56 1.15 0.98 0.333
H 2.416231 0.271326 -3.875770 0.88 -1.61 0.56 0.295
H 3.791655 -0.101038 -2.729509 -1.11 -1.04 -1.08 0.271
H 3.358965 -1.908630 -0.617798 -2.25 0.47 -0.44 0.236
H 1.515849 -2.618395 1.147784 -0.74 0.71 -1.52 0.139
H -2.490820 -2.359825 0.398799 1.73 -0.06 0.85 0.284
H -0.018055 -3.833184 1.955244 -1.49 0.24 -0.66 0.219
H -1.401459 -4.661241 0.989914 0.68 1.57 0.84 0.318
H -1.740393 -3.813031 2.584420 0.94 0.17 -1.50 0.342
H -0.355442 -1.234661 2.507572 -1.59 0.02 -0.29 0.261
H -2.239347 -1.346006 2.845071 1.30 0.25 -1.09 0.384
H -1.493756 -0.195116 1.513100 -0.02 -1.40 1.16 -0.168
N 5.541928 -2.595341 2.541609 0.55 -0.51 0.03 -0.428
C 4.720353 -1.675410 1.978091 0.09 0.14 -0.36 0.700
N 3.766626 -1.182167 2.806417 -0.64 0.42 0.20 -0.349
O 4.830099 -1.318168 0.814840 0.14 -0.03 0.21 -0.670
H 5.468252 -2.901840 3.494465 -0.01 0.04 -0.08 0.145
H 6.263536 -2.984960 1.957296 -0.13 0.07 0.12 0.230
H 3.136315 -0.495724 2.423224 0.10 -0.13 0.06 0.180
H 3.658844 -1.461489 3.764509 0.04 0.02 -0.09 0.178
```
Positions in Å, forces in eV/Å.

Q: Which value of frontier orbital gap does entry 1 give?
A: 0.245 hartree

Q: Which of these has the highest frontier orbital gap?
A: C17H30B3BrN2O6

Q: Which of these has the lowest frontier orbital gap?
A: C17H30AlF2O6